Version a
DFT (the ωB97M-V functional and the def2-TZVPD basis) results for a single C4H8N2O2 molecule.

Last column: Mulliken charge in e.
Positions of all 16 atoms, in Å:
C1 -1.101 1.629 0.443  -0.5740
O1 -0.857 0.879 -0.883  -0.5263
C2 -0.438 -0.355 -0.561  0.6005
C3 -1.500 -1.357 -0.087  -0.1674
O2 -2.632 -1.180 -0.350  -0.4579
C4 0.813 -0.389 -0.243  -0.0124
N1 1.620 -1.444 0.065  -0.4449
N2 1.621 0.612 -0.512  -0.6062
H1 -0.937 2.762 0.115  0.2478
H2 -2.190 1.521 1.007  0.2318
H3 -0.213 1.356 1.095  0.2951
H4 -1.127 -2.294 0.334  0.2695
H5 2.427 -1.602 -0.291  0.1823
H6 1.414 -2.496 0.490  0.2186
H7 0.796 1.216 -0.928  0.4705
H8 2.305 1.144 0.306  0.2731

Summary:
HOMO in eV: -8.132
Orbital gap in eV: 8.74



Version b
DFT (the ωB97M-V functional and the def2-TZVPD basis) results for a 2-piece molecular cluster, C4H8N2O2 overall.

Last column: Mulliken charge in e.
Positions of all 16 atoms, in Å:
C1 2.308 -1.006 -0.118  -0.7319
C2 1.060 -0.267 0.277  0.7159
C3 -1.079 0.474 -0.018  0.6704
C4 -0.549 1.988 -0.131  -0.8119
H1 1.655 -1.892 -0.725  0.2345
H2 3.043 -0.353 -0.894  0.2330
H3 2.797 -1.062 1.086  0.2625
H4 0.593 2.234 0.233  0.2385
H5 -0.616 1.989 -1.313  0.2486
H6 -1.226 2.878 0.211  0.3094
H7 -3.081 -1.684 0.693  0.2876
H8 -1.782 -1.887 -0.933  0.2887
N1 -2.159 0.023 0.426  -0.4318
N2 -2.063 -1.658 0.409  -0.5184
O1 1.063 0.483 1.286  -0.6447
O2 0.036 -0.261 -0.489  -0.3503

Summary:
HOMO in eV: -10.030
Orbital gap in eV: 10.40



Version c
DFT (the ωB97M-V functional and the def2-TZVPD basis) results for a single C4H8N2O2 molecule.

Last column: Mulliken charge in e.
Positions of all 16 atoms, in Å:
N1 1.914 -1.160 0.259  -0.6562
C1 0.760 -0.378 0.518  0.2489
C2 -0.421 -0.504 -0.373  -0.4175
C3 -1.689 -0.241 0.229  0.6986
O1 -1.873 0.502 1.189  -0.6353
O2 -2.805 -0.716 -0.377  -0.4493
C4 0.580 0.691 -0.457  -0.5466
N2 0.262 1.961 -0.079  -0.5489
H1 2.014 -1.907 0.948  0.2441
H2 2.864 -0.683 0.287  0.2431
H3 0.382 -0.193 1.503  0.3870
H4 -0.415 -1.308 -1.140  0.2041
H5 -2.546 -1.424 -0.969  0.3046
H6 1.284 0.667 -1.285  0.4095
H7 -0.420 2.045 0.645  0.2755
H8 0.108 2.647 -0.899  0.2385

Summary:
HOMO in eV: -8.749
Orbital gap in eV: 9.51



Version d
DFT (the ωB97M-V functional and the def2-TZVPD basis) results for a 2-piece molecular cluster, C4H8N2O2 overall.

Last column: Mulliken charge in e.
Positions of all 16 atoms, in Å:
C1 -2.226 0.555 -0.144  -1.3156
C2 -0.662 0.165 0.272  0.1176
C3 1.069 -1.411 0.182  -0.4940
C4 0.652 0.971 -0.054  0.4491
H1 -2.642 0.751 -1.266  0.2852
H2 -2.931 -0.065 0.224  0.4487
H3 -2.464 1.540 0.222  0.3925
H4 -0.520 0.195 1.511  0.1555
H5 -0.667 -1.138 -1.024  0.3363
H6 1.146 -1.672 1.434  0.2846
H7 1.356 -2.192 -0.690  0.3108
H8 2.738 1.367 -0.705  0.4198
N1 -0.266 -1.193 0.049  -0.4248
N2 1.462 -0.136 -0.124  0.2927
O1 2.822 0.175 -0.113  -0.5827
O2 1.135 2.088 0.226  -0.6756

Summary:
HOMO in eV: -9.043
Orbital gap in eV: 9.53



Question: which arrangement is favored energetically? Ranking from most to least stable: version c, version a, version b, version d.



Version a
DFT (the ωB97M-V functional and the def2-TZVPD basis) results for C4H8N2O2 as an isolated structure.

Last column: Mulliken charge in e.
Positions of all 16 atoms, in Å:
C1 2.048 -0.113 -0.277  -0.0392
C2 1.303 0.982 0.428  -0.3419
C3 0.785 0.310 -0.911  -0.0926
C4 -2.352 -0.259 -0.304  0.0061
H1 1.285 -1.420 0.945  0.3702
H2 3.041 0.262 -0.704  0.3026
H3 0.808 0.664 1.457  0.0867
H4 1.966 2.008 0.399  0.2552
H5 0.736 1.067 -1.786  0.3070
H6 -0.934 -0.656 1.304  0.3035
H7 -2.160 -0.468 -1.442  0.3024
H8 -3.724 -0.152 1.036  0.2338
N1 -1.174 -0.022 0.389  -0.3597
N2 -3.676 -0.234 -0.155  -0.5144
O1 2.240 -1.339 0.080  -0.5569
O2 -0.192 -0.629 -0.459  -0.2627

Summary:
HOMO in eV: -9.633
Orbital gap in eV: 9.55



Version b
DFT (the ωB97M-V functional and the def2-TZVPD basis) results for a single C4H8N2O2 molecule.

Last column: Mulliken charge in e.
Positions of all 16 atoms, in Å:
C1 1.693 -1.846 0.825  -0.8981
N1 1.045 -1.245 -0.368  -0.4221
C2 0.874 0.214 -0.180  -0.4037
C3 -0.567 0.566 0.130  0.5473
O1 -1.218 -0.150 0.859  -0.5961
N2 -1.125 1.544 -0.636  -0.1897
C4 -2.556 1.723 -0.609  0.0359
O2 -3.012 2.820 -0.718  -0.4679
H1 1.744 -2.924 0.664  0.3253
H2 1.146 -1.588 1.728  0.3260
H3 2.704 -1.445 0.929  0.3143
H4 0.152 -1.721 -0.447  0.2863
H5 1.378 0.654 -1.048  0.2894
H6 1.502 0.536 0.662  0.2715
H7 -0.641 2.068 -1.342  0.2649
H8 -3.119 0.795 -0.450  0.3168

Summary:
HOMO in eV: -9.226
Orbital gap in eV: 9.96



Version c
DFT (the ωB97M-V functional and the def2-TZVPD basis) results for a single C4H8N2O2 molecule.

Last column: Mulliken charge in e.
Positions of all 16 atoms, in Å:
H1 0.786 2.045 1.322  0.2967
N1 1.604 1.500 1.098  -0.8266
C1 1.423 0.441 0.442  0.8070
O1 2.533 -0.282 0.147  -0.5442
N2 0.268 -0.148 -0.052  0.1119
C2 0.356 -1.402 -0.776  -1.1201
C3 -1.009 0.384 0.093  0.9225
C4 -2.121 -0.188 -0.375  -1.3546
O2 -1.065 1.571 0.767  -0.5344
H2 3.274 0.208 0.531  0.3636
H3 -0.026 -1.278 -1.791  0.3553
H4 1.395 -1.710 -0.823  0.3089
H5 -0.222 -2.173 -0.264  0.3526
H6 -2.140 -1.114 -0.908  0.3142
H7 -3.071 0.292 -0.220  0.2158
H8 -1.986 1.855 0.811  0.3314

Summary:
HOMO in eV: -8.395
Orbital gap in eV: 9.09



Version d
DFT (the ωB97M-V functional and the def2-TZVPD basis) results for a single C4H8N2O2 molecule.

Last column: Mulliken charge in e.
Positions of all 16 atoms, in Å:
C1 1.749 1.424 0.073  -0.3574
N1 0.553 1.022 0.034  -0.6642
N2 0.163 -0.240 -0.188  0.4025
C2 1.233 -1.230 -0.278  -1.1713
C3 -1.113 -0.601 0.297  -0.1155
C4 -2.347 0.259 -0.014  0.3482
O1 -3.388 -0.281 -0.067  -0.5239
O2 -2.183 1.546 -0.293  -0.5096
H1 2.644 0.765 0.001  0.2154
H2 1.944 2.477 0.320  0.2431
H3 1.643 -1.447 0.730  0.3923
H4 0.800 -2.167 -0.655  0.3332
H5 1.981 -0.893 -1.026  0.3751
H6 -1.157 -0.702 1.384  0.2490
H7 -1.303 -1.632 -0.041  0.2521
H8 -1.221 1.700 -0.275  0.5312

Summary:
HOMO in eV: -9.018
Orbital gap in eV: 9.71



Question: which arrangement is favored energetically? Ranking from most to least stable: version b, version c, version d, version a.



Version a
DFT (the ωB97M-V functional and the def2-TZVPD basis) results for a 3-piece molecular cluster, C4H8N2O2 overall.

Last column: Mulliken charge in e.
Positions of all 16 atoms, in Å:
C1 0.419 -0.674 -1.435  -0.5807
C2 0.698 -1.738 -0.703  -0.0445
C3 2.419 1.226 0.649  0.7261
C4 0.816 -1.343 0.748  -0.4712
N1 -0.168 -0.741 1.258  -0.1160
N2 -2.301 1.074 -0.017  -0.6738
O1 1.788 1.657 1.494  -0.3999
O2 3.041 0.748 -0.164  -0.3181
H1 0.532 -0.714 -2.573  0.1919
H2 0.099 0.213 -0.930  0.0635
H3 1.121 -2.651 -0.937  0.4219
H4 -0.006 -0.461 2.283  0.2929
H5 -1.105 -0.796 0.819  0.2444
H6 -1.738 1.859 0.070  0.2125
H7 -3.088 1.315 0.483  0.2168
H8 -2.526 1.026 -1.044  0.2343

Summary:
HOMO in eV: -7.448
Orbital gap in eV: 8.10



Version b
DFT (the ωB97M-V functional and the def2-TZVPD basis) results for a single C4H8N2O2 molecule.

Last column: Mulliken charge in e.
Positions of all 16 atoms, in Å:
N1 -2.030 1.349 -0.165  -0.6519
C1 -1.926 -0.142 -0.110  -0.3829
C2 -1.211 -1.182 0.790  -0.4587
C3 -0.525 -0.980 -0.516  -0.2325
C4 0.872 -0.435 -0.235  0.2660
O1 1.995 -1.276 -0.248  -0.6938
N2 0.803 0.966 0.105  0.0267
O2 2.130 1.337 0.260  -0.5826
H1 -2.519 1.477 0.824  0.2951
H2 -2.722 1.547 -1.194  0.3269
H3 -2.911 -0.688 -0.306  0.3261
H4 -1.591 -2.190 1.084  0.2865
H5 -0.436 -0.794 1.748  0.2279
H6 -0.458 -1.748 -1.204  0.4784
H7 0.003 1.607 -0.383  0.3461
H8 2.970 0.529 0.180  0.4227

Summary:
HOMO in eV: -8.900
Orbital gap in eV: 9.20



Question: which arrangement is favored energetically? Ranking from most to least stable: version a, version b.



Version a
DFT (the ωB97M-V functional and the def2-TZVPD basis) results for a 2-piece molecular cluster, C6H9NO overall.

Last column: Mulliken charge in e.
Positions of all 17 atoms, in Å:
C1 -1.051 -1.256 -2.126  -0.7346
C2 0.103 -1.037 -1.511  -0.2433
C3 0.161 -0.600 -0.102  0.6838
C4 1.389 -0.142 0.473  -0.4806
C5 1.152 0.258 1.759  -0.5640
N1 -0.176 0.038 2.004  0.0232
C6 -0.779 -0.521 0.918  -0.7140
H1 -1.188 -1.554 -3.160  0.2721
H2 -2.026 -1.164 -1.657  0.1896
H3 1.100 -1.093 -1.927  0.2934
H4 2.261 0.083 -0.125  0.3246
H5 1.852 0.730 2.424  0.3766
H6 -0.471 0.176 2.945  0.1905
H7 -1.807 -0.840 0.945  0.3750
O1 -0.373 2.427 -1.042  -0.6329
H8 -0.267 1.559 -1.411  0.3298
H9 -1.036 2.322 -0.343  0.3108

Summary:
HOMO in eV: -8.250
Orbital gap in eV: 9.08



Version b
DFT (the ωB97M-V functional and the def2-TZVPD basis) results for a single C6H9NO molecule.

Last column: Mulliken charge in e.
Positions of all 17 atoms, in Å:
O1 -2.193 1.235 0.182  -0.5979
C1 -0.847 0.568 0.038  0.5014
C2 0.468 1.277 -0.066  -1.0111
N1 1.312 0.222 0.041  -0.3883
C3 0.832 -0.498 1.211  -0.3815
C4 -0.665 -0.719 0.754  -0.4074
C5 -0.538 -0.791 -0.748  0.0145
C6 0.931 -0.596 -1.058  -0.7490
H1 -2.768 0.435 -0.304  0.3618
H2 0.396 1.731 0.815  0.4363
H3 0.712 1.846 -0.943  0.3284
H4 1.403 -1.446 1.351  0.2899
H5 1.092 0.322 1.960  0.3123
H6 -1.320 -1.081 1.464  0.3923
H7 -1.427 -1.052 -1.484  0.2814
H8 1.486 -1.454 -1.207  0.3612
H9 1.126 0.000 -2.004  0.2558

Summary:
HOMO in eV: -8.955
Orbital gap in eV: 9.79



Version c
DFT (the ωB97M-V functional and the def2-TZVPD basis) results for C6H9NO as an isolated structure.

Last column: Mulliken charge in e.
Positions of all 17 atoms, in Å:
C1 -2.209 -0.834 -0.055  -1.0213
C2 -1.272 0.371 0.146  -0.6968
C3 -0.121 0.726 -0.880  0.0430
C4 0.029 0.400 0.987  0.0349
C5 0.799 -0.813 0.624  -0.2368
C6 0.663 -0.624 -0.801  -0.3584
H1 -3.056 -0.656 0.768  0.2801
H2 -2.624 -0.501 -1.067  0.2645
H3 -1.628 -1.838 0.044  0.2723
H4 -1.736 1.263 0.211  0.6980
H5 -0.282 1.469 -1.771  0.3638
H6 0.293 0.531 2.123  0.3324
H7 0.845 -1.781 1.153  0.4285
H8 2.640 -1.280 -0.181  0.2829
H9 0.461 -1.461 -1.533  0.3863
N1 1.962 -0.406 -0.119  -0.6457
O1 0.502 1.468 0.120  -0.4278

Summary:
HOMO in eV: -9.056
Orbital gap in eV: 9.98



Version d
DFT (the ωB97M-V functional and the def2-TZVPD basis) results for a single C6H9NO molecule.

Last column: Mulliken charge in e.
Positions of all 17 atoms, in Å:
O1 1.330 -2.113 -0.478  -0.5774
C1 1.089 -1.017 -0.064  0.4791
C2 0.496 -0.811 1.314  -0.5193
C3 -1.049 -0.281 1.238  -0.7233
N1 -1.346 0.712 0.220  -0.3533
C4 -0.501 0.349 -0.893  -0.1442
C5 0.277 0.972 -1.922  -0.6281
C6 1.027 0.326 -0.719  -0.3132
H1 1.047 -0.014 1.870  0.2914
H2 0.557 -1.706 2.005  0.3348
H3 -1.595 -1.207 0.955  0.2861
H4 -1.475 0.048 2.159  0.4718
H5 -1.097 1.649 0.467  0.3329
H6 -0.839 -0.574 -1.331  0.2393
H7 0.299 0.527 -2.909  0.2738
H8 0.495 2.058 -1.869  0.2453
H9 1.286 1.083 -0.043  0.3042

Summary:
HOMO in eV: -8.993
Orbital gap in eV: 9.88



Question: which arrangement is favored energetically? Ranking from most to least stable: version a, version d, version b, version c.